(1)
A structure of composition C16H39INiP2Si. Source: the OMol25 dataset; level of theory: ωB97M-V/def2-TZVPD.

## Properties
HOMO energy = -7.35 eV
net charge = 0
energy relative to the best compared isomer or geometry (same formula, charge and spin) = 28.43 kJ/mol
LUMO energy = 0.50 eV
M = 507.1 g mol⁻¹
gap between HOMO and LUMO = 7.84 eV
E = -92824.900 eV

Geometry (Å):
1 Ni -0.815969 -0.245912 -0.430715
2 C -3.071086 -1.812525 -2.732088
3 P -1.553067 -0.820270 -2.561446
4 C -0.457514 -1.584842 -3.802572
5 C -2.006663 0.754207 -3.394067
6 C -2.572993 1.712911 -2.351780
7 P -1.311421 1.879046 -1.014931
8 C -2.115709 2.996787 0.172162
9 C -0.131250 3.015547 -1.842486
10 H -3.871973 -1.359055 -2.151541
11 H -2.893064 -2.809255 -2.324752
12 H -3.383513 -1.908106 -3.774142
13 H -0.919792 -1.569147 -4.791651
14 H -0.245931 -2.619544 -3.530952
15 H 0.490677 -1.048492 -3.839468
16 H -2.676492 0.581775 -4.240294
17 H -1.082351 1.176269 -3.801928
18 H -3.491239 1.318652 -1.907820
19 H -2.802882 2.694969 -2.773636
20 H -2.468306 3.898762 -0.331700
21 H -1.402458 3.276495 0.947766
22 H -2.950832 2.482983 0.645639
23 H -0.648972 3.777539 -2.429156
24 H 0.541591 2.456236 -2.492360
25 H 0.476518 3.512680 -1.088346
26 I -3.440665 -0.801656 0.781942
27 C -1.491630 -1.707554 0.546431
28 H -1.667650 -2.647501 0.016754
29 H -1.207311 -1.996935 1.551065
30 C 1.574948 1.810157 0.900654
31 Si 0.863031 0.059021 1.086866
32 C 0.650902 -0.122106 3.005195
33 C 1.772100 0.616977 3.750396
34 C 0.660462 -1.566940 3.519012
35 C -0.677657 0.540764 3.386728
36 C 2.204535 -1.131006 0.366226
37 C 1.722328 -2.582773 0.295687
38 C 3.516168 -1.086094 1.156017
39 C 2.487657 -0.661877 -1.068267
40 H 2.531356 1.915999 1.421179
41 H 0.892126 2.549105 1.331097
42 H 1.742055 2.076218 -0.141866
43 H 2.763608 0.242608 3.489165
44 H 1.645713 0.483934 4.831280
45 H 1.757450 1.689616 3.552057
46 H 1.644959 -2.024073 3.400849
47 H -0.057975 -2.221788 3.030815
48 H 0.428227 -1.572775 4.590553
49 H -0.674841 1.607079 3.139914
50 H -0.842861 0.459182 4.467971
51 H -1.531328 0.090542 2.880295
52 H 1.552561 -3.010065 1.285292
53 H 2.478358 -3.199364 -0.205879
54 H 0.789888 -2.663828 -0.264791
55 H 3.402921 -1.511064 2.154585
56 H 3.897882 -0.067861 1.266177
57 H 4.288179 -1.669792 0.639428
58 H 1.570320 -0.645102 -1.666581
59 H 3.192142 -1.346706 -1.556181
60 H 2.926733 0.337946 -1.097805

Forces on atoms 1 to 3 (eV/Å):
Ni -0.744 0.908 -0.153
C -0.031 -0.117 -0.145
P 0.018 0.016 0.325

(2)
A cluster of 8 separate species, C13H42N2O8 in total. Source: the OMol25 dataset; level of theory: ωB97M-V/def2-TZVPD.

## Properties
HOMO energy (alpha / beta) = 0.22 / -7.03 eV
net charge = -1
LUMO energy (alpha / beta) = 2.54 / 2.72 eV
M = 354.5 g mol⁻¹
2S+1 = 2
gap between HOMO and LUMO (alpha / beta) = 2.32 / 9.75 eV
E = -33518.584 eV

Geometry (Å):
1 C -2.410060 -1.136170 -11.741820
2 O -1.617120 0.035090 -11.669600
3 H -3.431560 -0.781140 -11.605480
4 H -2.521700 -1.477350 -12.771010
5 H -2.168850 -2.040830 -11.183690
6 H -0.924240 -0.145190 -12.309150
7 C -4.068560 -4.246040 -13.357960
8 O -4.487320 -3.376810 -12.343450
9 H -3.639400 -3.569760 -14.097260
10 H -3.475400 -5.064120 -12.949280
11 H -5.003620 -4.706150 -13.677410
12 H -5.262480 -2.836220 -12.512240
13 C -9.427080 -3.732350 -10.627990
14 O -9.066490 -3.154280 -9.616740
15 N -10.626050 -4.220270 -10.803940
16 N -8.578750 -4.008740 -11.577670
17 H -10.855420 -4.582990 -11.718230
18 H -11.411660 -3.934760 -10.237020
19 H -7.605660 -3.740210 -11.544770
20 H -9.103010 -4.317620 -12.383810
21 C -7.802620 -3.104840 -5.853090
22 C -9.051000 -3.967250 -6.142620
23 O -8.811880 -4.812840 -7.267820
24 H -6.926160 -3.710970 -5.623890
25 H -7.959560 -2.450470 -4.995610
26 H -7.606540 -2.447970 -6.700540
27 H -9.999360 -3.464360 -6.331830
28 H -9.095410 -4.527540 -5.208700
29 H -8.754570 -4.204090 -8.007910
30 C -6.194170 -7.166760 -5.176760
31 C -6.287010 -8.052010 -6.475250
32 O -6.136470 -9.406910 -6.053290
33 H -6.104500 -6.097250 -5.367020
34 H -5.297020 -7.419760 -4.611770
35 H -7.094320 -7.272820 -4.571300
36 H -5.733470 -7.699770 -7.345670
37 H -7.350190 -7.947470 -6.691630
38 H -6.950150 -9.689080 -5.629140
39 C -6.720900 0.550880 -7.914480
40 C -7.156570 0.270260 -9.412370
41 O -6.117500 -0.363020 -10.192440
42 H -6.450260 -0.360770 -7.381810
43 H -7.575030 1.060930 -7.469050
44 H -5.896310 1.263720 -7.910830
45 H -7.630920 1.156960 -9.832920
46 H -7.982010 -0.430870 -9.289300
47 H -5.761750 -1.103500 -9.695720
48 C -2.209180 -7.489340 -7.122400
49 C -2.692510 -6.148140 -7.817520
50 O -3.519520 -5.344880 -7.057940
51 H -1.993520 -8.351300 -7.753760
52 H -3.041780 -7.909420 -6.558120
53 H -1.452610 -7.445650 -6.338950
54 H -3.206890 -6.361830 -8.754460
55 H -1.832820 -5.543210 -8.105770
56 H -3.843500 -4.766310 -7.752130
57 C -6.152310 -5.321690 -9.361630
58 C -5.801610 -3.969460 -8.737650
59 O -4.477920 -3.737200 -9.152920
60 H -6.348580 -5.217300 -10.428720
61 H -7.157970 -5.554360 -9.011440
62 H -5.527230 -6.164230 -9.065830
63 H -5.862860 -4.209650 -7.676210
64 H -6.555430 -3.243630 -9.042650
65 H -4.552230 -3.442550 -10.063550

Forces on atoms 1 to 3 (eV/Å):
C -1.907 0.262 -1.296
O 0.832 -0.656 0.003
H -0.090 -0.416 0.888

(3)
The ion C6H13N2O with charge +1. Source: the OMol25 dataset; level of theory: ωB97M-V/def2-TZVPD.

## Properties
HOMO energy = -13.68 eV
net charge = +1
energy relative to the best compared isomer or geometry (same formula, charge and spin) = 222.29 kJ/mol
LUMO energy = -3.15 eV
M = 129.2 g mol⁻¹
SMILES string = C[C@]1(O)[NH2+][C@H]2CCN[C@H]21
gap between HOMO and LUMO = 10.52 eV
E = -11452.410 eV

Geometry (Å):
1 C -0.596024 -0.986028 2.234802
2 C -0.426442 0.090966 1.156323
3 O -0.790017 1.353649 1.470701
4 N -1.234725 -0.457451 -0.020920
5 C -0.119090 -0.812429 -0.844694
6 C 0.189632 0.058460 -2.070690
7 C 0.739070 1.341070 -1.504205
8 N 1.522945 1.010485 -0.252058
9 C 0.924090 -0.080557 0.372796
10 H -0.136428 -0.604241 3.227766
11 H -0.017480 -1.841899 2.026906
12 H -1.581343 -1.330563 2.442493
13 H -0.107754 1.834596 0.900875
14 H -2.045534 0.080331 -0.406628
15 H -1.779789 -1.365439 0.252317
16 H 0.057085 -1.851747 -1.049258
17 H -0.708854 0.251954 -2.671945
18 H 0.867022 -0.530078 -2.662376
19 H 1.262215 1.935092 -2.233529
20 H -0.034922 1.949931 -1.020313
21 H 2.499974 0.693939 -0.347569
22 H 1.516370 -0.740040 0.999204

Forces on atoms 1 to 3 (eV/Å):
C 1.575 2.280 2.388
C -0.320 -1.028 0.620
O 1.590 0.742 -1.130

(4)
A cluster of 7 separate species, C46H81F10NO23P in total. Source: the OMol25 dataset; level of theory: ωB97M-V/def2-TZVPD.

## Properties
HOMO energy = -11.62 eV
net charge = +1
LUMO energy = -2.87 eV
M = 1237.1 g mol⁻¹
gap between HOMO and LUMO = 8.75 eV
E = -134057.736 eV

Geometry (Å):
1 C -4.190470 2.856120 -1.757200
2 C -4.111013 1.788762 -2.847852
3 C -2.783825 0.984303 -2.792962
4 C -3.027990 -0.480348 -2.437526
5 C -1.820808 -1.249339 -1.874985
6 O -1.808511 -2.515278 -2.549815
7 C -1.429799 -3.657039 -1.863020
8 F -0.053324 -3.582029 -1.653487
9 C -1.738051 -4.833598 -2.794970
10 C -0.645648 -5.094875 -3.826875
11 C 0.343919 -6.133034 -3.342453
12 O 0.037817 -7.283034 -3.181837
13 O 1.587493 -5.706904 -3.052761
14 C -2.143973 -3.854154 -0.504765
15 P -1.237771 -4.740389 0.906908
16 C -0.521105 -6.167829 0.022197
17 C 0.242869 -3.761592 1.426598
18 C 1.582048 -3.944946 0.710947
19 N -2.816598 -2.534194 -0.097373
20 C -3.594306 -2.581160 1.192536
21 C -2.917105 -2.181142 2.506175
22 O -2.030165 -2.770652 3.041752
23 O -3.569831 -1.130906 3.075791
24 C -1.843587 -1.425705 -0.354466
25 C -2.066616 -0.103292 0.343226
26 C -0.763567 0.701726 0.248552
27 C -0.799335 1.922960 1.133762
28 F -1.880220 2.676011 0.765967
29 F -1.003227 1.571886 2.433685
30 C 0.461278 2.859597 1.030415
31 F 0.615917 3.527011 2.187038
32 F 0.229853 3.752758 0.044069
33 C 1.827321 2.184860 0.673565
34 F 2.745178 3.165526 0.736027
35 F 1.788600 1.731844 -0.596125
36 C 2.316871 1.019292 1.615137
37 F 1.578462 0.958495 2.717089
38 F 2.212798 -0.148324 0.964909
39 F 3.574014 1.172526 1.952040
40 H -5.130785 3.399993 -1.828750
41 H -3.387506 3.587731 -1.845751
42 H -4.142106 2.423153 -0.756027
43 H -4.221454 2.281826 -3.810013
44 H -4.954133 1.114436 -2.692496
45 H -2.140494 1.487510 -2.073689
46 H -2.347511 1.029541 -3.788461
47 H -3.331752 -1.008022 -3.340133
48 H -3.875751 -0.575613 -1.746469
49 H -0.911099 -0.718674 -2.159099
50 H -2.634396 -4.531177 -3.338029
51 H -2.006163 -5.731425 -2.244850
52 H -1.114612 -5.508247 -4.718773
53 H -0.169515 -4.168440 -4.146154
54 H 1.692680 -4.793169 -3.345785
55 H -2.984527 -4.516703 -0.713518
56 H -0.026210 -6.746510 0.802826
57 H 0.226744 -5.898221 -0.716349
58 H -1.304676 -6.795803 -0.392056
59 H 0.370396 -4.074868 2.465274
60 H 0.015300 -2.699534 1.502627
61 H 1.650583 -3.382449 -0.216353
62 H 2.363315 -3.545795 1.359862
63 H 1.842272 -4.985082 0.539051
64 H -3.543852 -2.426467 -0.809122
65 H -4.476388 -1.957573 1.070920
66 H -3.956186 -3.604632 1.291277
67 H -2.925859 -0.484352 3.399515
68 H -0.860093 -1.790078 -0.061461
69 H -2.900961 0.484974 -0.032570
70 H -2.231910 -0.214241 1.407495
71 H 0.025232 0.053818 0.619466
72 H -0.504722 0.993062 -0.763858
73 C 3.124850 3.132499 -4.045988
74 C 3.298575 1.751619 -3.451966
75 O 2.938028 0.713178 -4.378906
76 C 3.853670 0.446230 -5.314452
77 O 4.930868 0.966500 -5.415169
78 O 3.369529 -0.511471 -6.104029
79 C 4.231261 -0.865983 -7.193983
80 H 2.110535 3.258494 -4.427531
81 H 3.311536 3.893711 -3.288052
82 H 3.816961 3.293305 -4.870564
83 H 2.624592 1.611666 -2.611173
84 H 4.318446 1.595815 -3.099990
85 H 5.226204 -1.117018 -6.835188
86 H 4.289815 -0.047524 -7.908571
87 H 3.779263 -1.732740 -7.665980
88 C -3.890771 -8.763288 -6.301122
89 C -4.763583 -7.924725 -5.394042
90 O -4.819429 -6.550104 -5.819453
91 C -5.622191 -6.310811 -6.858867
92 O -6.302614 -7.118904 -7.428389
93 O -5.545442 -5.010738 -7.147459
94 C -6.320242 -4.617497 -8.287430
95 H -2.896374 -8.323397 -6.387279
96 H -3.792572 -9.771290 -5.899662
97 H -4.318235 -8.830983 -7.300002
98 H -4.343352 -7.889605 -4.389990
99 H -5.773600 -8.326423 -5.324016
100 H -7.353609 -4.938256 -8.182887
101 H -5.892118 -5.036166 -9.196045
102 H -6.272219 -3.533579 -8.325415
103 C 4.279140 -1.538158 3.363738
104 C 3.359202 -2.476792 4.114987
105 O 3.570406 -3.849385 3.752879
106 C 4.638762 -4.427843 4.312714
107 O 5.388519 -3.911065 5.094934
108 O 4.712106 -5.676562 3.860602
109 C 5.844280 -6.413305 4.340791
110 H 4.194191 -1.701363 2.287372
111 H 4.019939 -0.508467 3.592652
112 H 5.319202 -1.696254 3.643623
113 H 2.318634 -2.281910 3.851182
114 H 3.457400 -2.355840 5.192966
115 H 5.891543 -6.385776 5.426410
116 H 6.762330 -6.009613 3.918275
117 H 5.703128 -7.435118 4.003252
118 C -4.836576 10.255726 -0.771279
119 C -5.490067 9.233814 0.132248
120 O -5.014088 7.900939 -0.133098
121 C -3.820079 7.613541 0.372734
122 O -3.131098 8.334029 1.043180
123 O -3.512324 6.359817 0.019250
124 C -2.224078 5.931129 0.457883
125 H -4.966119 9.976540 -1.817498
126 H -5.284945 11.235918 -0.612589
127 H -3.768822 10.329652 -0.570629
128 H -6.560961 9.188155 -0.053303
129 H -5.339421 9.472146 1.184282
130 H -2.101850 6.072506 1.530352
131 H -1.444948 6.473885 -0.077021
132 H -2.144059 4.877700 0.221652
133 C -1.269803 4.089206 4.819325
134 C -1.481500 3.715507 6.271362
135 O -0.576697 4.409878 7.136546
136 C -0.903223 5.680548 7.390233
137 O -1.881446 6.249632 6.983545
138 O 0.032566 6.196970 8.179101
139 C -0.159193 7.579573 8.500863
140 H -0.228001 3.936721 4.538206
141 H -1.903841 3.479163 4.174689
142 H -1.513064 5.137195 4.648201
143 H -1.266575 2.659642 6.429401
144 H -2.508602 3.899441 6.585368
145 H -1.151839 7.747696 8.910985
146 H -0.013290 8.195786 7.615635
147 H 0.593251 7.821671 9.244570
148 C 6.668288 3.071773 1.301719
149 C 5.983967 3.440777 2.600824
150 O 6.482846 2.674073 3.704682
151 C 7.661157 3.075247 4.188760
152 O 8.297476 4.018888 3.802555
153 O 7.997621 2.256597 5.181359
154 C 9.271983 2.535037 5.772663
155 H 6.598096 1.996506 1.127792
156 H 6.200648 3.595440 0.467131
157 H 7.723292 3.338881 1.326695
158 H 4.924581 3.201440 2.546167
159 H 6.076088 4.505548 2.812459
160 H 9.335538 3.574514 6.084651
161 H 10.071032 2.308725 5.069136
162 H 9.350060 1.884478 6.637971

Forces on atoms 1 to 3 (eV/Å):
C -0.108 0.046 -0.083
C 0.249 0.128 0.561
C -0.933 0.287 -0.129

(5)
A structure of composition C7H14N2O2. Source: the OMol25 dataset; level of theory: ωB97M-V/def2-TZVPD.

## Properties
HOMO energy = -9.16 eV
net charge = 0
energy relative to the best compared isomer or geometry (same formula, charge and spin) = 912.97 kJ/mol
LUMO energy = 0.28 eV
M = 158.2 g mol⁻¹
gap between HOMO and LUMO = 9.43 eV
E = -14551.317 eV

Geometry (Å):
1 C -1.751517 0.944578 -1.112856
2 C 0.218494 -0.321043 -0.534888
3 C 0.520015 -0.862866 -2.015009
4 C 0.774902 0.970850 -0.548407
5 C 0.702646 -1.312738 0.493938
6 C 0.832661 -0.950193 1.959418
7 C 0.623625 0.485236 2.194427
8 H -0.919900 1.895521 -1.281868
9 H -2.582067 0.910218 -2.275300
10 H -2.203857 1.532344 -0.109952
11 H -0.071711 -0.206658 -2.703435
12 H 1.612313 -0.977299 -2.240098
13 H 0.341875 -2.116647 -2.063746
14 H 0.489264 1.816752 -1.157056
15 H 0.633107 1.419701 0.574269
16 H 1.955788 1.149875 -0.790691
17 H 1.758128 -1.191654 0.598770
18 H 0.364871 -2.230738 0.447327
19 H 0.373469 0.663480 3.253996
20 H 1.491315 1.217327 1.915161
21 H -0.275034 0.832658 1.545331
22 N -1.230218 -0.345239 -0.419216
23 N -1.874717 -0.877253 0.563746
24 O -3.006031 -0.579121 0.856766
25 O 1.222580 -1.867087 2.849373

Forces on atoms 1 to 3 (eV/Å):
C -2.401 3.730 0.505
C -0.481 -5.217 -2.567
C 0.212 -3.849 0.773

| no. | maximum force (eV/Å) |
| --- | --- |
| 1 | 1.184 |
| 2 | 3.772 |
| 3 | 5.296 |
| 4 | 0.985 |
| 5 | 9.432 |